Formula: C32H33N7O5ReS4
Source: the Open Molecules 2025 dataset
Level of theory: ωB97M-V with the def2-TZVPD basis set

Calculated values
relative energy (zero: lowest compared OMol25 entry of this formula, charge and spin)	17.4	kcal/mol
orbital gap (spin up / spin down)	6.41 / 5.56	eV
maximum force	0.401	eV Å⁻¹
total charge	+2
E_tot	-3669.2460	a.u.
2S+1	4

```
82
C32H33N7O5ReS4 ωB97M-V with the def2-TZVPD basis set
Re -0.37 0.30 -0.79
C 0.64 -1.24 -3.53
O 0.67 -1.11 -2.08
C 1.57 -1.90 -1.36
C 1.99 -3.16 -1.74
C 2.89 -3.81 -0.90
C 3.37 -3.21 0.25
C 2.96 -1.93 0.61
C 2.04 -1.29 -0.20
N 1.53 0.02 -0.01
N 2.29 0.86 0.56
C 1.97 2.17 0.55
C 1.17 2.73 -0.48
O 0.48 1.98 -1.32
C 1.17 4.13 -0.69
C 1.88 4.94 0.14
C 2.66 4.43 1.21
C 3.38 5.30 2.06
C 4.13 4.79 3.09
C 4.19 3.41 3.30
C 3.49 2.54 2.49
C 2.73 3.04 1.42
H 0.27 -2.23 -3.79
H 1.64 -1.06 -3.91
H -0.07 -0.50 -3.88
H 1.65 -3.63 -2.65
H 3.24 -4.80 -1.18
H 4.09 -3.73 0.87
H 3.35 -1.42 1.48
H 0.59 4.52 -1.52
H 1.87 6.01 -0.02
H 3.32 6.36 1.89
H 4.68 5.45 3.74
H 4.78 3.01 4.11
H 3.53 1.47 2.67
N -2.72 4.17 -7.47
C -2.81 3.26 -6.47
C -3.68 3.48 -5.38
C -3.77 2.56 -4.37
C -2.99 1.40 -4.40
C -2.13 1.17 -5.47
C -2.04 2.08 -6.49
S -3.11 0.27 -3.10
O -2.48 -0.98 -3.48
O -4.44 0.27 -2.58
N -2.14 0.83 -1.87
C -2.63 1.54 -0.83
S -4.07 2.36 -0.44
C -3.37 2.80 1.09
C -2.13 2.29 1.25
N -1.72 1.56 0.15
H -3.31 4.97 -7.49
H -2.15 3.99 -8.28
H -4.30 4.37 -5.36
H -4.47 2.72 -3.56
H -1.56 0.25 -5.52
H -1.38 1.89 -7.34
H -3.92 3.41 1.79
H -1.49 2.40 2.10
C -2.76 -1.52 3.79
N -1.54 -2.26 3.50
C -1.29 -3.57 3.84
C -0.03 -3.85 3.47
N 0.48 -2.70 2.90
C -0.45 -1.71 2.93
S -0.25 -0.10 2.49
H -3.52 -2.22 4.11
H -3.09 -1.00 2.89
H -2.58 -0.78 4.57
H -2.03 -4.18 4.34
H 0.55 -4.75 3.58
H 1.41 -2.56 2.56
C -1.42 -4.01 0.06
S -1.79 -2.67 -1.06
C -3.56 -2.68 -0.91
O -1.37 -1.43 -0.22
H -1.79 -4.93 -0.38
H -1.88 -3.83 1.04
H -0.33 -4.05 0.15
H -3.93 -3.61 -1.33
H -3.95 -1.84 -1.49
H -3.83 -2.59 0.14
```

Löwdin atomic charge list, values in e, 5 entries:
1 Re 1.741
2 C 0.023
3 O -0.291
4 C -0.229
5 C 0.007